(1)
DFT (ωB97M-V/def2-TZVPD) results for an isolated ion of composition C6H10NO2Si and charge -1 at a distorted geometry.

Properties
2S+1: 1
Frontier orbital gap, eV: 7.62
ΔE to the lowest compared entry with this formula, charge and spin, kJ/mol: 0.0
F_max, eV/A: 4.03
Net charge: -1

Each line ends with the Löwdin charge.
CARTESIAN COORDINATES (ANGSTROEM)
C  -3.457214  1.141333  -0.185598  -0.33
C  -2.035621  -0.856893  -0.029696  -0.53
C  1.287184  0.962008  -1.383154  -0.19
C  0.444124  0.414745  1.637293  -0.17
C  2.102380  -1.556007  -0.029028  -0.20
C  -2.266396  0.450433  -0.369438  -0.16
N  -4.489549  1.692249  -0.066935  0.06
O  -0.625086  -1.327854  -0.344245  -0.17
O  -2.671227  -1.776148  0.485188  0.01
Si  0.575347  -0.351993  -0.099672  0.35
H  2.415505  0.978365  -1.397622  0.03
H  0.792566  0.976198  -2.349216  0.00
H  0.916219  1.886621  -0.820712  0.02
H  1.015810  1.419213  1.632858  0.04
H  -0.553365  0.662734  1.936756  0.00
H  0.817655  -0.412067  2.384117  0.06
H  2.217922  -2.271062  -0.862769  0.02
H  2.936269  -0.782961  0.177383  0.04
H  2.067135  -2.272282  0.777245  -0.01
H  -1.489664  1.023371  -1.092753  0.12

Forces on the atoms, in the same order (eV/Å):
-2.45 0.61 0.27
0.83 -3.50 0.62
-0.91 0.80 2.17
1.77 -0.06 0.32
0.12 1.27 0.34
2.35 2.28 -2.36
1.75 -0.68 -0.11
-3.45 -0.13 -0.87
0.05 1.73 -0.46
3.93 0.35 0.48
-1.33 -0.13 -0.19
0.30 -0.11 -0.23
0.72 -0.64 -1.02
-0.44 -1.73 0.51
-0.71 0.04 -0.04
-0.29 1.90 -1.24
0.33 1.06 -0.33
-0.63 -1.69 -0.65
-0.14 0.13 0.89
-1.81 -1.51 1.88

=====

(2)
DFT (ωB97M-V/def2-TZVPD) results for a 2-piece molecular cluster, C6H10NO5P overall at a distorted geometry.

Properties
2S+1: 1
Frontier orbital gap, eV: 6.60
ΔE to the lowest compared entry with this formula, charge and spin, kJ/mol: 279.4
F_max, eV/A: 1.72
Net charge: -2

Each line ends with the Löwdin charge.
CARTESIAN COORDINATES (ANGSTROEM)
C  2.131598  0.757928  2.702309  -0.23
C  1.389720  2.168033  -1.329734  -0.08
C  -1.893756  -1.567509  0.473229  -0.09
C  1.820343  1.050878  -0.388975  -0.29
C  -0.913277  -1.808258  1.618654  -0.27
C  0.932728  -0.424904  1.168456  -0.31
N  2.628861  1.431561  3.505696  -0.13
O  0.988685  -1.980218  -0.883867  -0.39
O  1.758694  -3.067548  1.310989  -0.42
O  3.302390  -1.435937  0.084206  -0.42
O  0.700501  0.641118  0.361361  -0.09
O  -0.200762  -0.618708  1.907942  -0.09
P  1.893991  -1.909547  0.346647  0.09
H  0.553735  1.828107  -1.937258  0.07
H  1.073491  3.045093  -0.764712  0.06
H  2.215996  2.443662  -1.982947  0.06
H  -2.517957  -0.694252  0.679548  0.06
H  -1.311842  -1.387324  -0.428944  0.05
H  -2.529150  -2.440126  0.322699  0.06
H  2.594805  1.399116  0.313486  0.10
H  2.220284  0.192229  -0.932685  0.08
H  -0.206961  -2.599221  1.353689  0.07
H  -1.447748  -2.071464  2.543706  0.11

Forces on the atoms, in the same order (eV/Å):
-0.45 -0.79 -0.63
-0.13 -0.27 0.41
0.25 0.26 0.21
0.74 0.39 -0.56
-0.62 -0.72 -0.15
-1.15 1.13 -0.26
0.10 0.24 0.21
-0.06 0.31 0.50
-0.23 0.31 0.12
-0.32 0.23 0.10
-0.07 -0.61 1.18
1.13 0.73 -0.40
1.12 -1.21 -0.46
-0.08 -0.01 -0.15
-0.04 0.12 0.00
0.08 0.02 -0.04
-0.10 0.00 0.03
0.02 -0.06 -0.11
-0.06 -0.13 0.00
-0.15 -0.11 -0.13
0.02 0.21 0.01
-0.14 -0.09 0.23
0.15 0.07 -0.12

=====

(3)
DFT (ωB97M-V/def2-TZVPD) results for a 2-piece molecular cluster, C6H10O overall.

Properties
2S+1: 1
Frontier orbital gap, eV: 9.55
ΔE to the lowest compared entry with this formula, charge and spin, kJ/mol: 386.7
F_max, eV/A: 0.30

Each line ends with the Löwdin charge.
CARTESIAN COORDINATES (ANGSTROEM)
C  0.422355  1.817453  1.739893  -0.12
C  -0.543038  1.601900  0.611322  -0.15
C  -0.353407  0.828028  -0.455097  -0.20
O  0.783982  0.120189  -0.690262  -0.09
C  0.655809  -1.029720  -1.518382  -0.30
C  -0.166586  -2.191268  -1.118479  0.00
C  -0.636514  -1.464984  -2.090607  0.00
H  0.499848  2.884156  1.979946  0.07
H  1.420639  1.448266  1.489967  0.07
H  0.089685  1.308667  2.654603  0.07
H  -1.492705  2.129874  0.649654  0.09
H  0.283190  -1.009936  1.551832  0.05
H  -1.116477  0.745130  -1.227967  0.11
H  1.601232  -1.147503  -2.046895  0.13
H  -0.282348  -3.033494  -0.453281  0.09
H  0.263645  -1.733840  1.722425  0.06
H  -1.429310  -1.272917  -2.798672  0.10

Forces on the atoms, in the same order (eV/Å):
0.08 0.00 0.03
-0.02 -0.05 -0.12
-0.20 0.12 0.08
-0.04 0.11 0.13
0.21 -0.09 -0.19
-0.12 0.07 -0.15
-0.01 -0.12 0.14
0.02 -0.16 -0.04
-0.15 0.03 0.03
0.04 0.08 -0.15
0.13 -0.05 -0.03
0.00 -0.11 0.03
0.07 0.03 0.14
-0.15 0.03 0.08
0.01 0.13 -0.13
0.00 0.07 0.08
0.13 -0.07 0.08

=====

(4)
DFT (ωB97M-V/def2-TZVPD) results for one molecule with the formula C6H10O.

Properties
2S+1: 1
Frontier orbital gap (spin up / spin down), eV: 7.57 / 7.57
ΔE to the lowest compared entry with this formula, charge and spin, kJ/mol: 514.8
F_max, eV/A: 0.65

Each line ends with the Löwdin charge.
CARTESIAN COORDINATES (ANGSTROEM)
C  2.082995  0.638953  0.277376  -0.11
C  0.685339  0.141705  0.473273  -0.25
C  -0.300754  -1.771044  0.201603  0.06
C  -1.033310  -0.922820  -0.736831  -0.30
C  -1.640605  0.352603  -0.172680  -0.13
C  -0.406130  1.166901  0.269022  -0.19
O  0.385457  -0.717099  -0.929554  -0.10
H  2.212184  1.244552  -0.641310  0.08
H  2.814554  -0.175936  0.253422  0.07
H  2.341396  1.273551  1.133624  0.08
H  -0.420381  -1.739428  1.268616  0.08
H  0.071363  -2.712404  -0.198582  0.11
H  -1.501462  -1.379254  -1.609130  0.15
H  -2.304936  0.101793  0.660486  0.12
H  -2.233325  0.874773  -0.929638  0.11
H  -0.159854  1.907716  -0.517465  0.11
H  -0.592530  1.715440  1.197766  0.11

Forces on the atoms, in the same order (eV/Å):
0.05 -0.06 0.09
0.08 0.21 -0.30
-0.37 -0.39 0.29
0.02 -0.11 0.02
-0.05 -0.04 -0.02
-0.03 -0.03 0.13
0.29 0.45 -0.38
-0.13 -0.10 0.08
-0.13 0.11 0.00
-0.05 -0.05 -0.09
-0.02 -0.04 0.05
-0.03 0.17 0.01
0.12 0.09 0.15
0.09 0.06 -0.07
0.09 -0.07 0.10
0.06 -0.15 0.07
0.02 -0.05 -0.11

=====

(5)
DFT (ωB97M-V/def2-TZVPD) results for a 2-piece molecular cluster, C6H10O overall at a distorted geometry.

Properties
2S+1: 1
Frontier orbital gap, eV: 9.46
ΔE to the lowest compared entry with this formula, charge and spin, kJ/mol: 283.2
F_max, eV/A: 3.02

Each line ends with the Löwdin charge.
CARTESIAN COORDINATES (ANGSTROEM)
C  0.976498  0.949937  1.521289  -0.20
C  1.842717  0.260183  2.259169  0.01
C  0.049143  0.030483  -0.739112  -0.14
C  0.067370  0.356592  0.567271  -0.15
C  -1.154223  1.121544  -2.587052  0.01
C  -1.121909  0.240193  -1.594976  -0.20
H  0.551311  1.889978  1.886563  0.11
H  2.597997  0.641672  2.974172  0.06
H  1.786800  -0.837196  2.282630  0.06
H  1.008880  -0.164528  -1.286901  0.13
H  -0.939639  0.615707  0.911873  0.11
H  -0.227553  1.391371  -3.084034  0.06
H  -2.062502  1.506928  -3.025077  0.05
H  -2.029660  -0.099321  -1.072233  0.11
H  -0.317020  -2.489947  1.128870  0.02
H  -0.670754  -2.451631  -0.441830  0.01
O  -0.357451  -2.961967  0.299383  -0.05

Forces on the atoms, in the same order (eV/Å):
0.21 -0.97 1.21
0.81 -0.65 0.77
3.00 0.05 -0.33
-2.53 0.61 -1.25
0.39 -0.76 -0.64
-1.24 0.25 1.73
1.04 0.47 -0.55
-1.03 0.25 -0.32
0.52 0.38 -0.79
-0.69 0.32 0.63
-0.27 -0.18 -0.08
0.01 0.36 0.24
-0.15 -0.25 -0.02
-0.08 0.31 -0.62
-0.23 0.69 -0.34
-0.09 0.72 0.33
0.31 -1.60 0.03

=====

(6)
DFT (ωB97M-V/def2-TZVPD) results for one molecule with the formula C6H10O.

Properties
2S+1: 1
Frontier orbital gap (spin up / spin down), eV: 7.36 / 7.37
ΔE to the lowest compared entry with this formula, charge and spin, kJ/mol: 483.5
F_max, eV/A: 0.69

Each line ends with the Löwdin charge.
CARTESIAN COORDINATES (ANGSTROEM)
O  0.577593  1.442104  -0.633053  -0.11
C  -0.749826  0.639774  -1.007175  -0.39
C  -0.272048  -0.556889  -1.642700  -0.04
C  1.500872  -0.109975  0.153970  0.03
C  0.625719  -0.705459  1.238570  -0.22
C  -0.818205  -0.236065  1.300382  -0.10
C  -1.456117  0.365510  0.286905  -0.09
H  0.358838  2.130298  0.041887  0.11
H  -1.246474  1.396602  -1.632473  0.12
H  0.118139  -0.510431  -2.660208  0.04
H  -0.624982  -1.523883  -1.293420  0.05
H  2.224516  0.629160  0.504981  0.08
H  1.930204  -0.789221  -0.570491  0.07
H  0.602566  -1.797630  1.087458  0.12
H  1.091310  -0.539363  2.226764  0.11
H  -1.355171  -0.480229  2.220282  0.10
H  -2.506934  0.645697  0.378321  0.11

Forces on the atoms, in the same order (eV/Å):
-0.16 -0.26 0.62
-0.06 -0.10 -0.18
0.20 0.14 0.20
-0.01 0.08 -0.05
-0.05 0.03 -0.03
-0.20 0.14 -0.35
0.20 -0.18 0.33
0.14 -0.31 -0.37
0.12 -0.14 0.17
-0.15 0.02 0.23
0.02 0.24 -0.04
-0.22 -0.13 -0.11
-0.13 0.17 0.14
0.00 0.25 -0.02
-0.10 0.03 -0.29
0.13 0.10 -0.25
0.27 -0.09 0.00

=====

(7)
DFT (ωB97M-V/def2-TZVPD) results for one molecule with the formula C6H10O at a distorted geometry.

Properties
2S+1: 1
Frontier orbital gap, eV: 9.35
ΔE to the lowest compared entry with this formula, charge and spin, kJ/mol: 632.9
F_max, eV/A: 5.99

Each line ends with the Löwdin charge.
CARTESIAN COORDINATES (ANGSTROEM)
C  -0.799256  -0.776626  0.507992  -0.37
C  -1.370877  0.739684  0.334860  -0.12
C  -0.241763  1.554369  -0.459602  -0.17
C  0.932725  0.570052  -0.540089  -0.26
C  2.098296  -0.330122  0.169134  0.01
C  0.583643  -0.183723  0.745391  -0.28
H  -0.570432  -2.445301  -0.588963  0.21
H  -1.287158  -1.079379  1.408042  0.12
H  -2.451510  0.950714  0.045491  0.11
H  -1.591817  0.850479  1.485970  0.13
H  0.014525  2.456623  0.133629  0.09
H  -0.311862  2.084638  -1.520790  0.14
H  0.469183  -0.124747  -1.265242  0.09
H  1.909205  -1.397488  -0.598408  0.16
H  3.170130  -0.024587  0.539924  0.10
H  0.706684  0.497022  1.548723  0.11
O  -0.909195  -1.401222  -0.716812  -0.08

Forces on the atoms, in the same order (eV/Å):
0.34 4.11 -0.66
-1.96 -0.55 1.02
1.29 3.52 -0.15
-1.40 -2.61 0.93
-2.99 -2.29 -2.78
4.48 -0.74 -0.85
-1.36 4.12 -0.62
-0.44 -1.57 0.22
1.31 -0.89 -0.66
1.37 1.29 -1.83
-0.14 -0.41 0.08
-1.13 -1.63 1.98
1.33 0.49 -0.22
1.85 3.32 2.35
-2.56 -0.72 -0.41
-0.64 0.47 0.96
0.64 -5.92 0.66

=====

(8)
DFT (ωB97M-V/def2-TZVPD) results for one molecule with the formula C6H10O.

Properties
2S+1: 1
Frontier orbital gap, eV: 10.13
ΔE to the lowest compared entry with this formula, charge and spin, kJ/mol: 10.0
F_max, eV/A: 0.35

Each line ends with the Löwdin charge.
CARTESIAN COORDINATES (ANGSTROEM)
C  -0.443081  -0.416120  2.118428  -0.05
C  -0.225345  0.074165  0.714836  -0.26
C  0.242560  1.256867  0.320540  -0.05
C  0.520576  1.320062  -1.158294  -0.18
C  -0.104736  0.014350  -1.694312  -0.12
C  -0.416324  -0.859816  -0.458073  -0.35
O  0.392625  -2.022499  -0.328607  -0.03
H  0.404662  -0.149739  2.765114  0.08
H  -0.542648  -1.508657  2.123259  0.08
H  -1.354493  0.016263  2.548102  0.08
H  0.459936  2.082021  0.994911  0.11
H  1.605678  1.357446  -1.318913  0.11
H  0.107043  2.209993  -1.643468  0.10
H  -1.028316  0.236578  -2.238059  0.11
H  0.548859  -0.536861  -2.376856  0.11
H  -1.434620  -1.261729  -0.493592  0.15
H  1.268925  -1.734271  -0.040605  0.10

Forces on the atoms, in the same order (eV/Å):
-0.05 0.01 0.08
0.09 0.06 -0.01
0.00 -0.10 0.08
0.03 0.01 -0.04
-0.03 -0.07 -0.04
-0.25 0.15 -0.02
0.35 -0.05 0.03
-0.29 -0.04 -0.12
0.01 0.26 0.03
0.14 -0.11 0.00
0.07 -0.12 -0.08
-0.11 0.03 -0.05
0.00 -0.10 0.08
0.11 -0.04 0.09
-0.08 0.11 0.08
0.06 0.09 -0.02
-0.07 -0.09 -0.09

=====

(9)
DFT (ωB97M-V/def2-TZVPD) results for C6H10O as an isolated structure.

Properties
2S+1: 1
Frontier orbital gap, eV: 7.96
ΔE to the lowest compared entry with this formula, charge and spin, kJ/mol: 653.1
F_max, eV/A: 0.35

Each line ends with the Löwdin charge.
CARTESIAN COORDINATES (ANGSTROEM)
C  2.090916  -0.539779  -0.219536  -0.22
C  1.411505  0.356915  0.759154  -0.04
C  -0.206478  1.246642  -0.178029  -0.13
C  -1.653556  1.181642  -0.592384  -0.10
C  -2.069949  -0.004314  -0.173617  -0.07
C  -0.884297  -0.466286  0.592479  -0.27
O  -0.484221  -1.762215  0.399646  -0.02
H  2.310671  -0.053526  -1.178223  0.06
H  3.058017  -0.736606  0.271539  0.09
H  1.638364  -1.524414  -0.403971  0.06
H  1.109872  -0.250325  1.625709  0.02
H  0.433103  1.196096  -1.061229  0.08
H  0.020611  2.158196  0.374249  0.08
H  -2.196807  1.983918  -1.088521  0.10
H  -3.018157  -0.528464  -0.260605  0.11
H  -0.925102  -0.268724  1.662007  0.13
H  -0.634490  -1.988751  -0.528671  0.11

Forces on the atoms, in the same order (eV/Å):
-0.05 0.06 -0.10
0.01 -0.24 0.07
0.03 0.30 -0.17
-0.04 -0.14 0.03
0.07 0.15 -0.03
-0.08 -0.12 0.22
-0.05 0.03 -0.21
-0.01 -0.03 0.13
-0.10 0.03 -0.01
0.06 0.07 0.03
-0.01 0.11 -0.11
-0.07 -0.04 0.14
-0.03 -0.14 -0.06
0.07 -0.13 0.08
0.14 0.09 0.02
0.04 0.03 -0.15
0.02 -0.04 0.13

=====

(10)
DFT (ωB97M-V/def2-TZVPD) results for one molecule with the formula C6H10O at a distorted geometry.

Properties
2S+1: 1
Frontier orbital gap, eV: 10.50
ΔE to the lowest compared entry with this formula, charge and spin, kJ/mol: 68.1
F_max, eV/A: 2.66

Each line ends with the Löwdin charge.
CARTESIAN COORDINATES (ANGSTROEM)
O  -1.322942  1.135722  1.352118  -0.05
C  -1.293098  0.541941  0.046348  -0.40
C  -0.043113  1.129820  -0.574475  -0.16
C  1.216547  0.458085  0.006727  -0.19
C  1.272726  -1.078955  -0.088752  -0.19
C  -0.100055  -1.688228  0.032231  -0.09
C  -1.230360  -0.973199  0.051925  -0.04
H  -0.799884  1.944714  1.197681  0.06
H  -2.180984  0.860652  -0.527852  0.14
H  -0.078088  2.243013  -0.174737  0.15
H  -0.088578  0.935255  -1.669893  0.13
H  1.228850  0.739983  1.061706  0.11
H  2.091949  0.895514  -0.481367  0.11
H  1.722048  -1.407691  -1.040752  0.11
H  1.947041  -1.476706  0.688621  0.11
H  -0.152656  -2.778701  0.085252  0.10
H  -2.189401  -1.481218  0.035218  0.10

Forces on the atoms, in the same order (eV/Å):
-0.25 -0.12 0.09
0.37 0.09 -0.25
0.15 0.29 -0.06
0.03 0.29 0.11
-0.21 0.22 -0.04
-0.23 0.23 0.00
0.08 -0.08 0.31
-0.65 -0.41 0.82
0.18 -0.10 0.23
0.53 -1.69 -1.98
0.15 0.92 0.51
0.27 -0.09 0.02
0.02 -0.03 0.21
-0.19 0.11 0.15
-0.27 0.16 -0.18
-0.06 0.27 -0.18
0.08 -0.08 0.24